Arrangement a

Entry from OMol25: a structure of composition C5H6N2 (ωB97M-V with the def2-TZVPD basis set).

Summary:
LUMO level in eV: 0.99
E_HOMO in eV: -8.78

Geometry (Å):
C (0.634, 0.646, -1.077)
C (1.473, -0.568, -0.585)
C (0.460, -0.550, 0.534)
N (-0.394, -1.333, 1.124)
C (-1.499, -0.500, 1.283)
C (-1.309, 0.728, 0.714)
N (0.006, 0.721, 0.274)
H (-0.135, 0.349, -1.795)
H (1.147, 1.551, -1.403)
H (1.448, -1.465, -1.205)
H (2.501, -0.320, -0.311)
H (-2.389, -0.862, 1.781)
H (-1.943, 1.603, 0.666)

Löwdin population analysis, charges in e, atoms 1 to 4: C -0.09; C -0.05; C -0.36; N 0.11

***

Arrangement b

Entry from OMol25: an isolated molecule of C5H6N2 (ωB97M-V with the def2-TZVPD basis set).

Summary:
LUMO level in eV: 0.11
E_HOMO in eV: -9.83

Geometry (Å):
N (1.111, -2.686, 0.165)
C (0.481, -1.845, -0.326)
C (-0.209, -0.667, -0.988)
C (-1.214, -0.037, -0.025)
C (-0.821, 0.867, 0.923)
C (1.275, 0.742, -0.078)
N (0.634, 0.491, -1.161)
H (-0.648, -1.035, -1.927)
H (-2.262, -0.337, -0.077)
H (-0.288, 1.797, 0.730)
H (-1.279, 0.839, 1.906)
H (1.698, 1.731, 0.053)
H (1.555, -0.019, 0.656)

Löwdin population analysis, charges in e, atoms 1 to 4: N 0.15; C -0.17; C -0.35; C -0.08

***

Energy ordering: arrangement a at the bottom, the next structure 216.6 kJ/mol above.

***

Arrangement a

Entry from OMol25: an isolated molecule of C5H6N2 (ωB97M-V with the def2-TZVPD basis set).

Summary:
LUMO level in eV: 0.36
E_HOMO in eV: -9.25

Geometry (Å):
N (1.959, -0.180, 1.856)
C (1.502, 0.095, 0.828)
C (1.071, 0.381, -0.543)
C (-0.088, -0.450, -0.998)
C (-0.618, -1.072, 0.256)
C (-0.965, 0.970, 0.400)
N (-0.234, 0.976, -0.815)
H (1.871, 0.684, -1.204)
H (-0.110, -0.875, -1.997)
H (-1.645, -1.341, 0.428)
H (0.016, -1.956, 0.522)
H (-2.045, 0.902, 0.257)
H (-0.713, 1.865, 1.009)

Löwdin population analysis, charges in e, atoms 1 to 4: N 0.16; C -0.23; C -0.22; C -0.28

***

Arrangement b

Entry from OMol25: an isolated molecule of C5H6N2 (ωB97M-V with the def2-TZVPD basis set).

Summary:
LUMO level (alpha / beta) in eV: -0.65 / -0.43
E_HOMO (alpha / beta) in eV: -8.59 / -8.20

Geometry (Å):
N (2.363, -1.290, 1.918)
C (1.646, -0.491, 1.470)
C (0.796, 0.487, 0.894)
C (-0.002, 0.690, -1.537)
C (-1.002, 0.294, -0.615)
C (-0.918, -0.961, 0.268)
N (-0.550, 0.289, 0.819)
H (1.153, 1.511, 0.854)
H (-0.235, 0.634, -2.599)
H (0.815, 1.339, -1.266)
H (-2.047, 0.531, -0.834)
H (-0.134, -1.686, 0.055)
H (-1.886, -1.347, 0.573)

Löwdin population analysis, charges in e, atoms 1 to 4: N 0.14; C -0.23; C -0.16; C 0.07

***

Arrangement c

Entry from OMol25: a cluster of 2 separate species, C5H6N2 in total (ωB97M-V with the def2-TZVPD basis set).

Summary:
LUMO level in eV: 0.98
E_HOMO in eV: -8.46

Geometry (Å):
N (-2.178, 0.480, -1.432)
C (-1.226, -0.074, -0.940)
C (-0.198, -1.065, -0.742)
C (1.035, -0.279, -0.439)
C (0.420, 0.960, 0.192)
C (0.080, 0.082, 1.389)
N (0.441, -1.165, 0.605)
H (-0.231, -2.001, -1.289)
H (2.004, -0.456, -0.903)
H (0.941, 1.880, 0.305)
H (-0.946, 1.397, -0.747)
H (0.794, 0.138, 2.214)
H (-0.938, 0.103, 1.788)

Löwdin population analysis, charges in e, atoms 1 to 4: N 0.14; C -0.28; C -0.20; C -0.20

***

Arrangement d

Entry from OMol25: an isolated molecule of C5H6N2 (ωB97M-V with the def2-TZVPD basis set).

Summary:
LUMO level in eV: 0.90
E_HOMO in eV: -9.82

Geometry (Å):
N (2.248, 0.559, 1.859)
C (1.763, 0.474, 0.814)
C (1.157, 0.372, -0.489)
C (0.113, -0.597, -0.867)
C (-0.991, -0.936, 0.093)
C (-0.992, 0.590, 0.457)
N (-0.182, 0.873, -0.767)
H (1.818, 0.606, -1.313)
H (0.209, -1.113, -1.809)
H (-1.849, -1.136, -0.556)
H (-0.900, -1.769, 0.797)
H (-1.925, 1.147, 0.421)
H (-0.468, 0.930, 1.359)

Löwdin population analysis, charges in e, atoms 1 to 4: N 0.16; C -0.17; C -0.26; C -0.21

***

Energy ordering: arrangement d at the bottom, the next structure 200.6 kJ/mol above.

***

Arrangement a

Entry from OMol25: a structure of composition C5H6N2 (ωB97M-V with the def2-TZVPD basis set).

Summary:
LUMO level (alpha / beta) in eV: -0.23 / -0.23
E_HOMO (alpha / beta) in eV: -9.12 / -9.12

Geometry (Å):
N (2.581, -1.112, 1.011)
C (1.655, -0.418, 1.013)
C (0.806, 0.587, 0.474)
C (0.320, 0.556, -0.962)
C (-1.087, 0.348, -0.507)
C (-1.362, -0.932, 0.106)
N (-0.945, 0.149, 0.980)
H (1.115, 1.569, 0.839)
H (0.725, -0.242, -1.582)
H (0.418, 1.518, -1.457)
H (-1.920, 1.006, -0.692)
H (0.101, -1.761, 0.547)
H (-2.408, -1.267, 0.231)

Löwdin population analysis, charges in e, atoms 1 to 4: N 0.19; C -0.26; C -0.16; C -0.13

***

Arrangement b

Entry from OMol25: a structure of composition C5H6N2 (ωB97M-V with the def2-TZVPD basis set).

Summary:
LUMO level in eV: 1.07
E_HOMO in eV: -8.08

Geometry (Å):
C (1.059, -1.301, -0.345)
C (-0.096, -1.433, -0.948)
C (-1.188, 1.098, 0.420)
C (0.156, 0.863, 0.955)
C (0.848, 0.200, -0.194)
N (-1.483, 0.619, -0.698)
N (-0.419, -0.073, -1.122)
H (1.885, -1.923, -0.006)
H (-0.652, -2.148, -1.585)
H (-2.003, 1.645, 0.971)
H (0.507, 1.606, 1.697)
H (-0.070, -0.069, 1.546)
H (1.455, 0.917, -0.691)

Löwdin population analysis, charges in e, atoms 1 to 4: C -0.03; C -0.11; C -0.19; C -0.13

***

Arrangement c

Entry from OMol25: an isolated molecule of C5H6N2 (ωB97M-V with the def2-TZVPD basis set).

Summary:
LUMO level in eV: 0.69
E_HOMO in eV: -10.12

Geometry (Å):
C (-0.176, -2.765, 0.466)
C (-0.233, -1.537, 0.468)
C (-1.439, 0.271, -0.313)
C (0.953, 0.716, 0.139)
C (-0.354, -0.103, 0.557)
N (-2.091, 0.779, -1.106)
N (0.912, 1.550, -1.067)
H (-0.412, -3.714, 0.727)
H (1.089, 1.272, 1.051)
H (1.805, -0.038, 0.092)
H (-0.720, 0.062, 1.562)
H (0.246, 1.104, -1.701)
H (0.420, 2.403, -0.875)

Löwdin population analysis, charges in e, atoms 1 to 4: C 0.15; C -0.11; C -0.22; C -0.20

***

Energy ordering: arrangement c at the bottom, the next structure 96.8 kJ/mol above.

***

Arrangement a

Entry from OMol25: a structure of composition C5H6N2 (ωB97M-V with the def2-TZVPD basis set).

Summary:
LUMO level in eV: 0.83
E_HOMO in eV: -8.33

Geometry (Å):
C (1.354, -0.994, -0.007)
C (1.457, 0.662, -0.021)
C (-1.362, 0.916, -0.046)
C (-2.122, -0.263, -0.031)
C (-0.085, -0.637, -0.178)
H (1.850, -1.686, -0.846)
H (1.736, -1.317, 1.007)
H (1.782, 1.232, -0.848)
H (1.721, 1.214, 0.909)
H (-1.801, 1.971, 0.277)
H (-3.260, -0.449, -0.117)
N (-0.060, 0.631, -0.139)
N (-1.209, -1.279, 0.040)

Löwdin population analysis, charges in e, atoms 1 to 4: C -0.01; C 0.00; C -0.13; C -0.15

***

Arrangement b

Entry from OMol25: an isolated molecule of C5H6N2 (ωB97M-V with the def2-TZVPD basis set).

Summary:
LUMO level in eV: 1.02
E_HOMO in eV: -9.22

Geometry (Å):
N (1.683, -0.806, 1.483)
C (0.978, -0.313, 0.560)
C (1.064, 0.424, -0.704)
C (-0.148, -0.297, -1.188)
C (-0.569, -0.601, 0.258)
C (-1.062, 0.837, 0.319)
N (-0.225, 1.140, -0.894)
H (1.921, 0.761, -1.267)
H (-0.308, -0.800, -2.127)
H (-1.231, -1.437, 0.562)
H (0.828, -1.306, 1.722)
H (-2.107, 0.999, 0.045)
H (-0.822, 1.398, 1.232)

Löwdin population analysis, charges in e, atoms 1 to 4: N 0.16; C -0.33; C -0.13; C -0.16

***

Arrangement c

Entry from OMol25: an isolated molecule of C5H6N2 (ωB97M-V with the def2-TZVPD basis set).

Summary:
LUMO level in eV: 0.86
E_HOMO in eV: -9.50

Geometry (Å):
C (-2.665, 0.013, -0.484)
C (-1.567, 0.061, 0.037)
C (-0.253, 0.308, 0.603)
C (0.450, -0.903, 0.689)
C (0.907, 1.208, 0.159)
H (-3.807, 0.141, -0.800)
H (-0.390, 0.262, 1.824)
H (-0.209, -1.745, 0.847)
H (1.196, -0.904, 1.514)
H (1.997, -1.447, -0.721)
H (1.013, 2.235, 0.340)
N (1.084, -0.903, -0.690)
N (1.626, 0.522, -0.600)

Löwdin population analysis, charges in e, atoms 1 to 4: C 0.09; C -0.13; C -0.36; C -0.29

***

Energy ordering: arrangement a at the bottom, the next structure 108.5 kJ/mol above.